w:
20
Properties=species:S:1:pos:R:3:mulliken_charge:R:1 method="wB97M-V/def2-TZVPD" mol_weight_g_mol=116.2 charge=+2 gap_ev=11.0 e_homo_ev=-18.31
H 3.32 -0.69 -0.85 0.4186
H -3.25 -0.23 -0.77 0.3077
H 0.06 0.30 -1.27 0.4692
N 2.59 -0.07 -0.29 -0.1912
H 1.11 -1.70 -0.41 0.4290
H 0.90 1.90 0.74 0.3748
N -1.58 -1.76 0.63 -0.2907
H -2.44 -2.18 0.76 0.2412
N -0.98 2.19 0.19 -0.4624
N -2.26 0.07 -0.75 -0.2470
C -0.02 1.47 0.42 0.0038
H -1.11 3.07 0.72 0.3072
C 1.34 -0.77 0.11 -0.8422
H 2.08 0.71 -0.82 0.4033
C 0.06 0.13 -0.22 -0.3256
H -2.08 1.10 -0.60 0.2838
H 1.33 -0.91 1.23 0.3229
C -1.44 -0.63 -0.06 0.1959
H 3.18 0.42 0.36 0.3644
H -0.81 -2.40 0.88 0.2373

=====

x:
20
Properties=species:S:1:pos:R:3:mulliken_charge:R:1 method="wB97M-V/def2-TZVPD" mol_weight_g_mol=116.2 charge=+2 gap_ev=6.3 e_homo_ev=-16.28
H -4.38 0.42 1.20 0.3452
H 5.15 1.17 -0.75 0.2794
H -2.85 -0.04 -1.32 0.3154
C 4.54 0.89 0.11 -0.1463
H 4.70 1.43 1.04 0.2739
H -0.67 1.40 -0.14 0.3064
N 0.96 0.33 -0.46 -0.3303
H -2.52 -0.97 0.24 0.3321
H 1.00 -1.72 -0.04 0.2542
H -4.99 -0.90 0.44 0.3674
C -4.44 0.02 0.17 -0.7301
C -3.18 -0.34 -0.34 -0.0202
N 3.70 -0.01 0.01 -0.0225
N -0.32 0.49 0.14 -0.4277
H 0.87 0.42 -1.47 0.2399
H -0.20 0.49 1.15 0.2807
N 1.56 -0.87 -0.09 -0.0604
H -5.05 0.66 -0.47 0.3359
H 3.26 -1.93 0.43 0.3705
C 2.87 -0.95 0.15 0.0367

=====

y:
20
Properties=species:S:1:pos:R:3:mulliken_charge:R:1 method="wB97M-V/def2-TZVPD" mol_weight_g_mol=116.2 charge=+2 gap_ev=9.6 e_homo_ev=-19.74
H -0.18 -2.40 0.83 0.3971
H 3.48 0.83 -0.79 0.3417
H -0.99 2.24 0.68 0.3346
C -1.49 0.33 -0.02 0.9254
H 2.63 1.59 0.52 0.3162
C -0.36 -1.85 -0.01 -0.8831
C -1.36 1.77 -0.27 -1.1543
H -2.35 2.00 -0.48 0.4093
H -2.91 -1.15 0.27 0.2060
H -1.41 -2.19 -0.44 0.3583
H -0.67 2.03 -1.07 0.3723
N -2.69 -0.19 0.14 -0.3077
N 0.80 0.15 0.07 -0.0973
H 0.41 -2.11 -0.71 0.3165
H 3.88 0.08 0.85 0.3293
N 1.98 -0.34 0.08 0.0109
H 2.10 -1.30 0.10 0.1869
H -3.56 0.42 0.04 0.2994
C 3.07 0.51 0.22 -0.7068
N -0.37 -0.42 0.00 0.3454

=====

Energetically preferred structure: w | next structure: +1.982 eV

=====

w:
10
Properties=species:S:1:pos:R:3:lowdin_spin:R:1 method="wB97M-V/def2-TZVPD" multiplicity=2 mol_weight_g_mol=49.1 charge=+1 gap_ev="14.5 / 9.2" e_homo_ev="-18.28 / -17.73"
H -0.74 1.27 -0.59 0.0017
O -0.65 -0.15 1.96 0.8339
H -0.35 -1.30 -0.38 0.0019
H 1.21 -0.79 -1.16 0.0005
C 0.20 -0.55 -0.93 0.0045
H -0.27 0.49 0.83 0.0349
H 0.87 1.27 -0.17 0.0003
H -0.41 -0.52 -1.82 0.0024
N 0.02 0.72 -0.20 0.1052
H 0.13 -0.44 2.44 0.0147

=====

x:
10
Properties=species:S:1:pos:R:3:lowdin_spin:R:1 method="wB97M-V/def2-TZVPD" multiplicity=2 mol_weight_g_mol=49.1 charge=+1 gap_ev="12.6 / 7.2" e_homo_ev="-16.47 / -16.46"
H -1.03 -1.76 1.50 0.0000
N -0.79 0.08 0.32 0.8525
O 1.13 1.69 -1.47 -0.0010
H -0.18 -2.03 0.12 0.0325
H 0.60 2.39 -1.23 0.0001
H -0.12 0.35 -0.47 0.0241
C -0.30 -1.33 0.92 0.0665
H 1.98 1.63 -1.11 0.0000
H -1.78 0.00 -0.11 0.0204
H 0.49 -1.01 1.53 0.0049

=====

Energetically preferred structure: w | next structure: +0.361 eV

=====

w:
8
Properties=species:S:1:pos:R:3:mulliken_charge:R:1 method="wB97M-V/def2-TZVPD" mol_weight_g_mol=141.9 charge=0 gap_ev=6.5 e_homo_ev=-9.89
O -0.56 -0.48 0.94 -0.0070
C -2.96 -0.09 1.02 0.0703
Cl -1.83 -1.32 -1.20 0.0881
N -3.92 0.19 1.54 -0.1668
H 0.48 0.22 -0.52 0.3592
O 0.48 -0.66 0.04 -0.2468
Cl -0.47 1.76 -0.87 -0.5750
C -1.74 -0.56 0.31 0.4780

=====

x:
8
Properties=species:S:1:pos:R:3:mulliken_charge:R:1 method="wB97M-V/def2-TZVPD" mol_weight_g_mol=141.9 charge=0 gap_ev="9.0 / 8.9" e_homo_ev="-10.04 / -10.89"
O 1.10 -0.44 -0.67 -0.0881
O 1.48 1.01 0.17 -0.3990
C -1.23 -0.59 1.42 0.3315
Cl -0.12 0.97 -2.68 -0.1104
H 1.56 0.47 0.96 0.3271
C 0.32 -0.46 -1.50 0.2580
Cl -2.17 0.73 1.09 -0.0173
N -0.94 -1.70 1.22 -0.3018

=====

Energetically preferred structure: w | next structure: +0.694 eV

=====

w:
14
Properties=species:S:1:pos:R:3:mulliken_charge:R:1 method="wB97M-V/def2-TZVPD" mol_weight_g_mol=108.1 charge=+1 gap_ev="8.0 / 8.2" e_homo_ev="-15.31 / -14.97"
H 0.45 -1.58 0.49 0.3688
H 0.35 -1.99 -1.09 0.3113
C 2.24 -0.84 -0.40 0.5645
C -0.48 1.02 0.24 -1.1846
O 2.81 1.31 0.10 -0.1296
H -0.16 2.13 0.46 0.2949
C 0.73 -1.22 -0.43 -0.9334
C 1.93 0.63 -0.64 0.0886
N 3.30 -1.02 0.39 -0.3369
H -0.04 0.32 -1.73 0.3958
H -1.57 0.98 -0.08 0.3514
H -0.52 0.37 1.18 0.3029
C 0.44 0.31 -0.69 0.5871
C 3.27 0.21 0.66 0.3192

=====

x:
14
Properties=species:S:1:pos:R:3:mulliken_charge:R:1 method="wB97M-V/def2-TZVPD" mol_weight_g_mol=108.1 charge=+1 gap_ev="6.0 / 7.0" e_homo_ev="-13.86 / -14.33"
H -2.44 0.09 -0.13 0.4753
H -0.94 -1.35 1.20 0.4118
C -1.39 -0.04 -0.36 -0.4026
C 1.63 -0.04 0.82 0.4605
C -0.89 0.20 -1.66 -0.3774
C 0.37 0.41 1.57 -0.3391
H 0.15 1.47 1.44 0.2811
H 0.35 0.09 2.61 0.3049
O 2.78 0.21 0.81 -0.4466
H -1.57 0.61 -2.40 0.4297
H 1.23 -0.15 -2.60 0.4570
C 0.34 -0.08 -2.02 -0.0633
N 0.82 -0.88 0.09 -0.4117
C -0.46 -0.55 0.62 0.2203

=====

Energetically preferred structure: x | next structure: +1.595 eV